Molecular formula: C17H23CoO3
Method: DFT, wB97M-V/def2-TZVPD

The spin multiplicity is 5. Its HOMO energy (spin up / spin down) is 0.0149 / 0.0018 hartree. For the lowest unoccupied orbital energy (spin up / spin down), the calculation gives 5.70 / 5.68 eV. Its calculated total energy is -2269.8444 hartree. The value obtained for the max |F| is 6.6 eV/Å. Its total charge is -2. Its HOMO-LUMO gap (spin up / spin down) is 5.30 / 5.63 eV.

Last column: Mulliken spin population.
CARTESIAN COORDINATES (ANGSTROEM)
Co 0.121 0.380 1.204  2.6158
C 1.980 0.556 2.342  -0.0014
C 2.637 -0.179 1.301  0.0486
C 2.585 0.570 0.087  0.0156
H 3.134 -1.133 1.428  0.0068
C 1.884 1.790 0.350  0.0712
C 1.529 1.808 1.754  0.0203
H 1.205 2.670 2.326  -0.0240
H 1.970 0.341 3.398  -0.0053
H 3.042 0.296 -0.848  0.0046
H 1.737 2.598 -0.344  0.0008
C -2.196 0.504 1.783  0.0624
C -1.316 1.606 2.147  -0.0348
C -1.099 2.379 0.932  0.0383
H -1.102 1.914 3.162  -0.0093
C -1.846 1.796 -0.114  0.0850
C -2.490 0.628 0.384  -0.0005
H -3.130 -0.033 -0.177  0.0038
H -2.638 -0.179 2.481  0.0086
H -0.569 3.328 0.880  -0.0117
H -1.982 2.218 -1.117  -0.0063
O 0.079 -0.707 -0.237  0.0287
C -0.206 0.026 -3.523  0.7912
C 0.386 -1.212 -2.920  -0.0526
C 0.589 1.246 -3.271  -0.0603
C -1.678 0.093 -3.420  -0.0266
C 0.446 -1.520 -1.274  0.1280
H 1.416 -1.314 -3.247  0.0190
H -0.109 -2.084 -3.338  0.0208
H -0.104 -2.479 -1.156  0.0064
H 1.495 -1.813 -1.081  0.0038
H 0.783 1.857 -4.147  0.0471
H 1.569 0.988 -2.846  0.0118
H 0.133 1.928 -2.527  0.0397
H -2.199 -0.021 -4.364  0.0456
H -2.069 1.004 -2.943  0.0243
H -2.037 -0.729 -2.788  0.0128
C -0.348 -3.383 2.797  0.0168
C -0.190 -1.898 2.957  0.0001
O -0.151 -1.219 3.980  0.0051
O -0.106 -1.410 1.773  0.0501
H -0.421 -3.828 3.780  -0.0023
H 0.512 -3.787 2.239  0.0010
H -1.246 -3.595 2.197  0.0012